Molecular formula: C3H2NP
Method: DFT, the ωB97M-V functional and the def2-TZVPD basis

* HOMO energy: -9.392 eV
* energy relative to the best compared isomer or geometry (same formula, charge and spin): 19.38 kcal per mole
* frontier orbital gap: 8.14 eV
* DFT total energy: -511.49719 a.u.
* multiplicity: 1

Each line ends with the Löwdin charge.
Atoms and positions in Å:
C1 1.69 0.52 2.25  -0.31
C2 0.49 0.75 1.67  -0.54
C3 -0.25 0.14 0.22  -0.31
N1 2.69 0.11 2.64  0.16
P1 -1.17 1.01 1.61  0.94
H1 -0.17 0.77 -0.63  0.01
H2 0.09 -0.89 0.38  0.05